(P)
# C3H7NO3S

A single C3H7NO3S molecule (ωB97M-V with the def2-TZVPD basis set, the Open Molecules 2025 dataset).

Results
- Spin multiplicity: 1
- Structure (SMILES): C/C=[N+](/[O-])S(C)(=O)=O
- HOMO energy (alpha / beta): -0.3322 / -0.3322 Eh
- Kohn-Sham gap (alpha / beta): 8.502 / 8.503 eV

Atoms and positions in Å:
1 C -2.0224 -0.4494 0.0237
2 C -0.9410 -1.3800 0.0551
3 N 0.2612 -0.9098 -0.1656
4 O 1.1350 -1.4138 -0.9210
5 S 0.3630 0.7818 -0.1110
6 C 2.0666 0.9076 0.2784
7 O -0.0383 1.6578 -1.1556
8 O -0.2539 0.9955 1.1684
9 H -2.8591 -1.0821 0.1500
10 H -1.9764 0.1991 -0.8800
11 H -1.9761 0.3361 0.7929
12 H -1.1291 -2.4481 -0.0111
13 H 2.6768 1.4734 -0.5658
14 H 2.2585 1.3941 1.1238
15 H 2.4352 -0.0622 0.2179

(Q)
# C3H7NO3S

2 unconnected molecules or ions with the total composition C3H7NO3S (ωB97M-V with the def2-TZVPD basis set, the Open Molecules 2025 dataset).

Results
- Spin multiplicity: 1
- HOMO energy: -0.3710 Eh
- Kohn-Sham gap: 10.185 eV

Atoms and positions in Å:
1 C 2.5279 -0.7679 -1.0185
2 C 3.0103 0.1583 -0.3075
3 C -0.3130 0.9479 0.5476
4 N -1.2626 1.8061 -0.0052
5 O 0.2989 -1.8049 0.6922
6 O -0.9964 -0.9718 -1.2741
7 O -2.0943 -0.9749 0.8805
8 S -0.6168 -0.8283 0.1259
9 H 1.8823 -1.3247 -0.2877
10 H 2.5578 -0.8707 -2.1449
11 H 0.6612 1.3237 0.1125
12 H -0.2932 0.9914 1.5623
13 H -1.9532 -1.3011 1.7927
14 H -2.2106 1.6551 0.3834
15 H -1.1982 1.9619 -1.0591

The most stable of them is (Q).